ORCA calculation (ωB97M-V/def2-TZVPD) on a cluster of 2 separate species, C5H14 in total in a non-equilibrium geometry.

```
19
Properties=species:S:1:pos:R:3:forces:R:3
C 1.195392 1.402823 -0.920096 1.0880 -1.0538 -0.0719
C -0.261681 1.269363 -1.414653 1.0643 1.1775 0.5711
C -0.407933 0.494899 -2.710019 -1.1951 0.5816 0.1299
H 1.677398 2.312840 -1.272774 -0.3031 0.3570 0.1671
H 1.943137 0.648749 -1.273260 -0.9873 -0.0483 0.0899
H 1.259082 1.345664 0.166520 -0.0073 0.3081 0.0360
H -0.893802 0.849057 -0.624174 0.0999 -0.0445 -0.2091
H -0.526286 2.336535 -1.486655 -0.6173 -0.4427 -0.3481
H -1.387726 0.785690 -3.170864 0.7005 -0.6537 0.2570
H 0.365824 0.768928 -3.434504 0.0095 -0.3825 0.1949
H -0.409883 -0.562652 -2.404959 0.1462 0.1919 -0.8056
C -0.017311 -0.736945 2.412504 -1.2879 -0.6151 1.3627
C -0.499868 -2.177054 2.155667 -1.6224 1.0006 -0.1008
H 1.048017 -0.756733 2.691183 -0.4042 0.6501 -0.5967
H -0.381176 -0.079893 1.637914 0.7879 0.3424 -0.5466
H -0.620565 -0.374833 3.288692 0.9150 -0.2533 -0.3690
H -1.583947 -2.222798 2.387254 0.4661 -0.0387 0.0729
H -0.008219 -2.809353 2.861105 0.3721 -0.9099 0.0027
H -0.490453 -2.494287 1.111119 0.7751 -0.1666 0.1635
```
Positions in Å, forces in eV/Å.

Results
Gap between HOMO and LUMO in eV: 12.3
Maximum force in eV/A: 1.97
Energy relative to the best compared isomer or geometry (same formula, charge and spin) in kcal/mol: 15.18
HOMO level in eV: -11.21
SMILES: CCC.CC
E_LUMO in eV: 1.096
DFT total energy in eV: -5411.3912

Results of the Löwdin charge analysis, in e, for atoms 1 through 5: number 1, C, carries -0.136; number 2, C, carries -0.331; number 3, C, carries -0.129; number 4, H, carries 0.060; number 5, H, carries 0.077

***

ORCA calculation (ωB97M-V/def2-TZVPD) on a cluster of 2 separate species, C5H14 in total in a non-equilibrium geometry.

```
19
Properties=species:S:1:pos:R:3:forces:R:3
C -0.572461 2.816439 0.439788 -0.9724 0.2716 -1.0353
C -0.807415 1.308746 0.379364 0.2463 0.6790 -0.1205
C -2.265260 0.912669 0.350804 -0.8823 0.1356 0.3502
H -1.251507 3.355813 1.102802 0.4438 -0.1771 0.5946
H -0.880459 3.224136 -0.529521 0.0484 -0.0637 -0.1678
H 0.467445 3.102877 0.515326 0.1983 0.0175 0.5564
H -0.260294 0.988035 -0.511855 -0.2211 -0.3820 0.0691
H -0.371179 0.803619 1.235145 0.2920 -0.0492 0.1519
H -2.769872 1.139044 1.297858 0.3182 0.0599 0.1065
H -2.931790 1.376243 -0.383755 0.5605 0.1214 -0.3271
H -2.360122 -0.152587 0.237372 -0.0544 -0.5712 -0.1800
C 1.485153 -1.657866 -0.803284 0.0303 -1.1655 -0.3881
C 1.906352 -2.979933 -0.153934 1.0357 -0.5586 0.1246
H 2.424558 -1.250332 -1.161335 -0.0566 0.4644 -0.2164
H 0.888211 -1.955484 -1.669804 -0.0647 0.5065 -0.0576
H 0.959165 -0.899830 -0.240594 -0.1149 -0.1680 0.4371
H 1.215547 -3.765576 0.155389 -0.6843 0.6471 0.0537
H 2.629592 -2.872195 0.657136 -0.1994 0.2898 0.1905
H 2.494337 -3.493818 -0.916901 0.0765 -0.0575 -0.1417
```
Positions in Å, forces in eV/Å.

Results
Gap between HOMO and LUMO in eV: 12.4
Maximum force in eV/A: 1.45
Energy relative to the best compared isomer or geometry (same formula, charge and spin) in kcal/mol: 10.73
HOMO level in eV: -11.29
SMILES: CCC.CC
E_LUMO in eV: 1.093
DFT total energy in eV: -5411.5842

Results of the Löwdin charge analysis, in e, for atoms 1 through 5: number 1, C, carries -0.126; number 2, C, carries -0.334; number 3, C, carries -0.131; number 4, H, carries 0.070; number 5, H, carries 0.069

***

ORCA calculation (ωB97M-V/def2-TZVPD) on a cluster of 2 separate species, C5H14 in total in a non-equilibrium geometry.

```
19
Properties=species:S:1:pos:R:3:forces:R:3
C -2.536101 -0.452514 0.405062 4.8452 -2.5794 0.3714
C -1.715833 0.167794 -0.745673 -1.7360 0.4265 -0.4927
C -1.190367 -0.799169 -1.751269 3.2572 -4.3338 1.5148
H -2.567418 -1.613387 0.227452 0.0453 2.1371 0.9568
H -3.471063 -0.105225 0.527996 -3.2792 1.2844 0.1812
H -1.910870 -0.116722 1.306228 -1.3034 -1.3138 -0.6307
H -2.427359 0.801718 -1.298460 0.6229 0.4743 0.2784
H -0.935840 0.708142 -0.264645 0.5706 0.9149 -0.1666
H -1.453664 -0.682617 -2.745810 -1.0015 0.5481 -1.8239
H 0.024845 -0.982299 -1.880257 -2.8934 0.7694 0.9125
H -1.583942 -1.852663 -1.403081 0.9021 1.6744 -1.0882
C 2.511066 -0.170493 1.086695 -0.8128 -2.1351 -0.1462
C 2.732381 1.345320 0.946386 2.8710 -1.8753 0.5859
H 1.758653 -0.374923 0.215076 1.5935 -0.5363 1.5356
H 3.496313 -0.811160 0.980201 -2.0807 1.3239 0.0004
H 1.993714 -0.576970 2.048233 0.8809 1.0520 -1.5493
H 1.975214 1.676774 0.357605 -1.7330 1.1399 -2.5636
H 3.770064 1.445762 0.482538 -1.5672 0.6821 0.7131
H 2.524477 1.937947 1.799720 0.8185 0.3465 1.4112
```
Positions in Å, forces in eV/Å.

Results
Gap between HOMO and LUMO in eV: 12.1
Maximum force in eV/A: 5.63
Energy relative to the best compared isomer or geometry (same formula, charge and spin) in kcal/mol: 51.70
HOMO level in eV: -11.07
SMILES: CCC.CC
E_LUMO in eV: 1.069
DFT total energy in eV: -5409.8078

Results of the Löwdin charge analysis, in e, for atoms 1 through 5: number 1, C, carries -0.105; number 2, C, carries -0.339; number 3, C, carries -0.147; number 4, H, carries 0.097; number 5, H, carries 0.006

***

ORCA calculation (ωB97M-V/def2-TZVPD) on a cluster of 2 separate species, C5H14 in total in a non-equilibrium geometry.

```
19
Properties=species:S:1:pos:R:3:forces:R:3
C -0.709864 1.201397 1.929701 0.5842 -0.0612 -0.6221
C 0.271472 0.244684 1.218229 -0.2527 -0.1661 1.9886
C 1.574345 0.035037 2.035278 -0.8799 0.0695 -0.1052
H -1.704479 1.084986 1.502068 -0.0970 0.2267 0.0498
H -0.740073 0.931295 2.982134 -0.1649 0.0359 0.1182
H -0.386354 2.240126 1.849882 -0.1114 0.0571 0.0423
H 0.516171 0.535732 0.213510 -0.2002 0.0124 -0.1643
H -0.255776 -0.710422 1.269693 0.0931 -0.0944 -0.7585
H 1.474033 0.434244 3.044612 0.0953 0.3480 -0.0579
H 2.404296 0.504621 1.518129 0.3697 -0.2367 0.2345
H 1.687481 -1.032331 2.202212 0.6473 -0.1003 -0.3117
C -1.140013 -0.893059 -2.844146 0.4531 -0.4019 -0.7628
C 0.103873 -0.463271 -2.063541 -0.6411 -0.3241 0.3687
H -2.119188 -0.709733 -2.409483 0.1684 0.2486 0.4011
H -1.094526 -0.373979 -3.801374 -0.3407 0.0640 -0.0804
H -1.120722 -1.954443 -3.093212 0.0980 -0.0840 0.0328
H -0.130149 0.452190 -1.530096 0.3394 0.3228 -0.3333
H 0.415722 -1.163717 -1.291758 -0.1958 -0.2357 0.0155
H 0.953746 -0.363358 -2.731829 0.0352 0.3194 -0.0552
```
Positions in Å, forces in eV/Å.

Results
Gap between HOMO and LUMO in eV: 12.3
Maximum force in eV/A: 2.01
Energy relative to the best compared isomer or geometry (same formula, charge and spin) in kcal/mol: 11.59
HOMO level in eV: -11.24
SMILES: CCC.CC
E_LUMO in eV: 1.094
DFT total energy in eV: -5411.5472

Results of the Löwdin charge analysis, in e, for atoms 1 through 5: number 1, C, carries -0.119; number 2, C, carries -0.310; number 3, C, carries -0.108; number 4, H, carries 0.063; number 5, H, carries 0.063

***

ORCA calculation (ωB97M-V/def2-TZVPD) on a cluster of 2 separate species, C5H14 in total in a non-equilibrium geometry.

```
19
Properties=species:S:1:pos:R:3:forces:R:3
C -1.185931 -0.034311 -0.393959 1.5061 -2.3015 -3.9799
C -1.449527 0.515333 -1.855405 3.7660 1.0745 0.4903
C -0.488176 -0.150439 -2.913893 -3.0737 -1.3326 -2.1521
H -0.456477 0.554328 0.131561 -0.0858 0.2200 0.4621
H -0.691767 -1.074661 -0.680808 -0.9110 1.8656 1.2954
H -2.111041 -0.239824 0.049509 -1.0582 -0.0352 1.3102
H -2.426136 0.542318 -2.193124 -2.1838 -0.7241 -0.3717
H -1.199903 1.623120 -1.892301 -0.0282 -1.1042 0.1473
H 0.529953 0.041382 -2.717314 1.1387 0.6877 -0.1076
H -0.526940 -1.287191 -3.102465 -0.3505 1.2948 1.2696
H -0.879495 0.120187 -3.974989 1.2602 0.3747 1.6163
C 1.245476 0.472192 2.929499 6.3403 0.5954 1.0242
C 1.661158 -0.741821 2.094759 -1.0734 -1.4679 0.8613
H 2.081804 1.300318 2.799546 -1.4253 -1.3706 -0.0085
H 0.435207 0.956542 2.603157 -3.5785 1.4537 -0.6064
H 1.405642 0.305650 4.010110 -1.0927 -0.0476 -0.4558
H 1.748018 -1.604316 2.855127 0.4001 1.0152 -1.5524
H 0.804239 -1.047834 1.429956 1.1077 0.2908 0.3760
H 2.588899 -0.555739 1.516017 -0.6581 -0.4887 0.3817
```
Positions in Å, forces in eV/Å.

Results
Gap between HOMO and LUMO in eV: 12.1
Maximum force in eV/A: 6.45
Energy relative to the best compared isomer or geometry (same formula, charge and spin) in kcal/mol: 39.97
HOMO level in eV: -11.00
SMILES: CCC.CC
E_LUMO in eV: 1.096
DFT total energy in eV: -5410.3165

Results of the Löwdin charge analysis, in e, for atoms 1 through 5: number 1, C, carries -0.100; number 2, C, carries -0.289; number 3, C, carries -0.147; number 4, H, carries 0.043; number 5, H, carries 0.100

***

ORCA calculation (ωB97M-V/def2-TZVPD) on a cluster of 2 separate species, C5H14 in total.

```
19
Properties=species:S:1:pos:R:3:forces:R:3
C -0.265133 -1.483274 2.508656 -0.1685 0.2027 0.3639
C 0.484758 -0.160754 2.611300 0.3009 -0.0660 -0.3070
C 1.121136 0.272570 1.286131 -0.2118 0.1609 0.1689
H -0.830635 -1.678658 3.420207 0.0610 -0.0393 0.1106
H -1.004010 -1.414343 1.714462 -0.0086 -0.1371 -0.2479
H 0.379492 -2.340496 2.341036 0.1511 -0.0571 -0.1842
H 1.264225 -0.194106 3.381659 -0.2122 -0.0471 0.0121
H -0.236128 0.600844 2.902788 0.0062 0.1509 0.1416
H 1.446830 1.312248 1.346297 0.1397 -0.0321 -0.0101
H 0.381638 0.227329 0.487257 -0.0277 -0.0641 -0.1027
H 1.976307 -0.339279 0.996074 -0.0367 -0.0722 0.0620
C 0.003284 1.034727 -2.596731 0.1870 -0.0474 -0.0937
C -1.196818 0.243958 -3.162004 0.2638 0.4397 0.4987
H -0.300375 1.893401 -1.998749 -0.1357 0.0582 -0.0964
H 0.648846 0.438385 -1.943743 -0.1690 -0.0552 -0.1515
H 0.633208 1.415988 -3.407620 -0.0427 -0.0852 0.1556
H -2.102895 0.463591 -2.596152 -0.0085 -0.0733 -0.0126
H -1.025678 -0.826736 -3.098334 0.0007 -0.0917 -0.1949
H -1.378060 0.534605 -4.192542 -0.0891 -0.1448 -0.1126
```
Positions in Å, forces in eV/Å.

Results
Gap between HOMO and LUMO in eV: 12.6
Maximum force in eV/A: 0.72
Energy relative to the best compared isomer or geometry (same formula, charge and spin) in kcal/mol: 3.00
HOMO level in eV: -11.56
SMILES: CCC.CC
E_LUMO in eV: 1.085
DFT total energy in eV: -5411.9196

Results of the Löwdin charge analysis, in e, for atoms 1 through 5: number 1, C, carries -0.130; number 2, C, carries -0.322; number 3, C, carries -0.128; number 4, H, carries 0.065; number 5, H, carries 0.066